[1]
Entry from OMol25: C40H40N3Ru as an isolated structure (ωB97M-V/def2-TZVPD).

**HOMO-LUMO gap (alpha / beta)**: 6.81 / 6.24 eV
**LUMO level (alpha / beta)**: -2.59 / -4.78 eV
**Max |F|**: 0.0202 hartree/bohr
**Multiplicity**: 5
**Total charge**: +1
**HOMO (alpha / beta)**: -9.40 / -11.02 eV
**Relative energy (zero: lowest compared OMol25 entry of this formula, charge and spin)**: 0.000 eV

Structure (XYZ):
```
84
Properties=species:S:1:pos:R:3:forces:R:3:mulliken_spin:R:1
Ru 0.4394 -0.0973 0.3033 -0.1476 -0.1137 1.0227 1.313
C -3.0762 -0.7402 0.1727 -0.0983 0.0102 0.0176 0.020
C -2.6765 -1.6564 1.2981 -0.2502 -0.0435 -0.1531 0.000
C -3.4181 -2.8034 1.5481 -0.0131 -0.1231 -0.0520 -0.004
C -3.0688 -3.6709 2.5722 0.0129 0.0290 -0.0374 0.001
C -1.9683 -3.3890 3.3638 -0.0071 0.0785 0.0258 0.000
C -1.2113 -2.2369 3.1550 0.0996 -0.1538 0.1156 -0.002
C -0.0168 -1.9736 4.0362 -0.0392 -0.0340 -0.0331 0.016
C -1.5829 -1.3831 2.1160 0.4046 0.3170 0.0747 -0.054
N -0.8212 -0.1974 1.8303 -0.0341 -0.1010 -0.0576 0.188
C -1.0137 0.9476 2.5038 -0.0892 0.1123 0.0018 0.283
C -1.8897 1.0523 3.7131 0.0365 -0.0145 0.0275 0.015
C -0.4100 2.0818 1.9263 -0.0203 -0.0351 0.1264 0.261
C -0.5072 3.4309 2.5657 -0.0179 0.0246 -0.0168 0.006
N 0.2378 1.8508 0.7743 -0.0018 0.2020 -0.1796 0.141
C 0.5308 2.9390 -0.1249 -0.0487 -0.4156 0.2760 -0.046
C 1.8456 3.3212 -0.3814 0.2383 0.0850 -0.0070 0.012
C 3.0341 2.7205 0.3282 -0.0555 0.0452 -0.0089 0.008
C 2.0665 4.3346 -1.3121 0.0198 0.0378 0.0241 -0.002
C 1.0149 4.9610 -1.9552 -0.0155 -0.0199 0.0347 0.009
C -0.2871 4.5684 -1.6805 0.0008 -0.0041 -0.0298 0.000
C -0.5501 3.5518 -0.7720 -0.1878 0.0310 -0.1320 -0.013
C -1.9801 3.1274 -0.5301 0.0776 0.0312 0.0023 0.012
H -3.7841 -1.2380 -0.4885 -0.0317 0.0180 0.0405 0.000
H -2.2314 -0.4276 -0.4438 0.1345 -0.0343 -0.0202 0.003
H -3.5459 0.1741 0.5445 0.0123 -0.0106 0.0241 0.005
H -4.2720 -3.0246 0.9191 -0.0021 0.0019 0.0198 0.001
H -3.6554 -4.5627 2.7541 0.0113 0.0243 -0.0067 0.000
H -1.6941 -4.0583 4.1714 -0.0043 0.0178 -0.0289 0.000
H -0.1909 -2.3599 5.0403 -0.0112 -0.0320 -0.0315 -0.001
H 0.2115 -0.9147 4.1235 -0.0496 0.0523 0.0000 -0.005
H 0.8745 -2.4689 3.6419 -0.0069 0.0348 -0.0243 0.005
H -2.3539 0.0997 3.9546 0.0054 -0.0088 0.0000 0.006
H -2.6811 1.7869 3.5501 0.0047 -0.0060 0.0065 0.003
H -1.3182 1.3864 4.5829 -0.0031 0.0002 -0.0197 0.007
H -0.0176 3.4140 3.5431 -0.0184 0.0218 -0.0161 0.005
H -1.5458 3.7258 2.7337 0.0205 -0.0343 -0.0153 0.004
H -0.0312 4.1946 1.9556 0.0223 -0.0096 -0.0020 0.005
H 2.7454 2.0134 1.0974 -0.0513 -0.0081 0.0084 0.004
H 3.6247 3.5040 0.8070 -0.0111 0.0151 -0.0425 0.000
H 3.6968 2.2089 -0.3750 -0.0331 -0.0212 0.0019 -0.001
H 3.0870 4.6424 -1.5125 -0.0377 -0.0012 -0.0043 0.000
H 1.2059 5.7550 -2.6656 -0.0069 -0.0256 0.0028 0.000
H -1.1170 5.0467 -2.1879 0.0306 -0.0050 0.0076 0.001
H -2.5896 3.3596 -1.4021 -0.0022 0.0124 0.0046 0.003
H -2.4244 3.6513 0.3209 0.0575 -0.0022 0.0100 0.001
H -2.0660 2.0584 -0.3304 0.0384 0.0070 -0.0208 0.012
C 6.2880 1.0117 4.0013 -0.0081 0.0124 0.0052 0.095
C 6.2314 0.5323 2.6965 -0.0487 -0.0217 0.0189 -0.049
C 5.0259 0.1246 2.1553 0.0483 0.1115 0.0186 0.082
C 3.8457 0.1924 2.9088 -0.1178 -0.1460 -0.0145 0.051
C 3.9171 0.6975 4.2135 0.0563 -0.0279 0.1041 0.092
C 5.1262 1.0976 4.7580 -0.0420 -0.0232 -0.0354 -0.052
C 2.5338 -0.1547 2.3860 0.2872 -0.0412 -0.2206 0.181
C 2.1941 -0.6114 1.1374 -0.4023 0.1184 -0.2731 -0.126
C 2.8395 -1.2700 0.0546 0.1518 -0.0276 0.2653 0.254
C 3.9163 -2.1648 -0.0048 -0.1163 0.1392 0.0301 -0.181
C 4.2871 -2.7001 -1.2124 -0.0979 0.0453 -0.2657 0.323
C 3.6365 -2.2890 -2.4404 0.2934 -0.1563 0.1267 -0.063
C 2.5470 -1.5099 -2.4474 0.0142 0.0967 0.0726 0.209
C 1.9295 -1.1421 -1.1444 -0.2201 -0.3793 -0.2374 -0.071
H 7.2346 1.3267 4.4214 -0.0253 -0.0075 -0.0027 0.005
H 7.1331 0.4812 2.0997 -0.0181 0.0038 0.0089 -0.001
H 4.9937 -0.2110 1.1309 0.0022 -0.0229 -0.0516 0.030
H 3.0081 0.7683 4.8013 0.0284 0.0102 -0.0099 0.009
H 5.1641 1.4809 5.7692 -0.0058 -0.0103 -0.0124 -0.001
H 1.7065 0.1008 3.0374 -0.0425 0.1189 -0.0015 0.068
H 4.4524 -2.4233 0.8991 0.0081 0.0203 -0.0057 -0.001
H 5.1160 -3.3924 -1.2645 -0.0195 0.0046 -0.0225 0.008
H 4.0640 -2.6056 -3.3840 0.0364 -0.0084 0.0406 -0.001
H 2.1061 -1.1572 -3.3699 -0.0287 -0.0090 0.0327 0.001
H 1.6049 -0.0379 -1.2329 0.1804 0.1123 -0.2645 0.059
N 0.6938 -1.8413 -0.6856 0.0991 -0.0712 -0.5255 0.540
C 0.1246 -2.9849 -1.1815 0.2343 0.4065 0.3300 0.026
C 0.1622 -3.3815 -2.5319 -0.0123 -0.1231 -0.1098 0.124
C -0.4529 -4.5572 -2.9099 0.0038 0.0147 0.0672 -0.057
C -1.0858 -5.3632 -1.9626 0.0271 -0.0212 -0.0673 0.156
C -1.1260 -4.9764 -0.6279 0.0110 0.0971 0.0316 -0.079
C -0.5429 -3.7876 -0.2372 -0.2047 -0.1387 0.0058 0.128
H 0.6243 -2.7519 -3.2761 -0.0169 -0.0550 0.0374 -0.008
H -0.4451 -4.8502 -3.9513 -0.0072 -0.0091 0.0146 0.000
H -1.5500 -6.2917 -2.2693 0.0061 0.0293 -0.0092 0.007
H -1.6193 -5.5970 0.1088 0.0139 0.0022 -0.0210 -0.002
H -0.5619 -3.4690 0.7964 0.0006 0.0035 0.0040 0.023
```
Forces are in eV/Å.


[2]
Entry from OMol25: C40H40P2PdSi2 as an isolated structure (ωB97M-V/def2-TZVPD).

**HOMO-LUMO gap**: 7.10 eV
**LUMO level**: 0.52 eV
**Max |F|**: 0.0142 hartree/bohr
**Total charge**: 0
**HOMO**: -6.58 eV

Structure (XYZ):
```
85
Properties=species:S:1:pos:R:3:forces:R:3:lowdin_charge:R:1
Pd 0.0071 -0.2608 0.2561 -0.0218 0.2596 -0.6810 0.238
C 0.0483 2.6443 -1.7057 0.0307 -0.0102 0.0709 -0.195
Si 0.0284 2.0861 0.1034 0.0744 -0.0012 -0.0015 0.537
C 1.6535 2.7489 0.8292 -0.0327 -0.0956 -0.0581 -0.277
C 1.9585 4.0672 1.1735 0.0694 0.0188 0.0024 -0.085
C 3.2486 4.4304 1.5287 -0.0556 0.0253 -0.0048 -0.080
C 4.2688 3.4864 1.5204 0.0320 -0.0369 -0.0046 -0.076
C 3.9905 2.1743 1.1770 0.0119 0.0297 0.0178 -0.083
C 2.6876 1.8041 0.8531 -0.1240 0.1258 0.0531 -0.371
P 2.2278 0.0724 0.4688 0.0147 -0.2022 -0.0138 0.928
C 3.2852 -0.3466 -0.9495 0.0264 0.0236 -0.0281 -0.348
C 2.7106 -0.2763 -2.2157 -0.0275 -0.0332 0.0266 -0.113
C 3.4727 -0.5201 -3.3474 0.0015 -0.0030 -0.0249 -0.074
C 4.8137 -0.8524 -3.2217 -0.0035 0.0044 0.0334 -0.080
C 5.3910 -0.9364 -1.9614 0.0191 -0.0050 -0.0385 -0.075
C 4.6325 -0.6802 -0.8300 -0.0195 0.0248 0.0469 -0.093
C 2.9076 -0.8504 1.8774 -0.0309 -0.0597 0.0997 -0.344
C 2.9097 -0.2838 3.1504 0.0124 -0.0145 -0.0181 -0.081
C 3.2934 -1.0376 4.2502 0.0034 0.0158 0.0117 -0.079
C 3.6786 -2.3599 4.0887 -0.0020 -0.0188 -0.0199 -0.083
C 3.6688 -2.9325 2.8240 0.0138 -0.0096 0.0132 -0.077
C 3.2767 -2.1857 1.7255 0.0024 0.0300 -0.0103 -0.113
C -1.5830 2.8309 0.7711 0.1044 -0.0053 0.0021 -0.297
C -1.8401 4.1675 1.0799 -0.0913 0.0058 -0.0273 -0.083
C -3.1250 4.5878 1.3910 0.0661 0.0336 -0.0009 -0.079
C -4.1803 3.6839 1.3810 -0.0533 -0.0377 -0.0016 -0.076
C -3.9473 2.3503 1.0864 0.0256 0.0174 0.0261 -0.067
C -2.6503 1.9278 0.8068 0.0001 0.0827 -0.0228 -0.378
P -2.1916 0.1748 0.6186 0.2355 -0.2308 0.3321 0.927
C -3.6600 -0.6004 -0.1027 -0.0378 0.0139 0.0304 -0.374
C -4.6857 -1.1449 0.6642 -0.0092 0.0268 -0.0295 -0.095
C -5.7944 -1.7037 0.0436 -0.0126 -0.0031 -0.0029 -0.074
C -5.8869 -1.7118 -1.3406 0.0132 0.0068 0.0036 -0.079
C -4.8686 -1.1618 -2.1084 -0.0066 -0.0043 -0.0150 -0.075
C -3.7566 -0.6135 -1.4918 0.0010 -0.0354 0.0030 -0.100
C -2.0729 -0.3929 2.3506 -0.1228 -0.0886 0.0514 -0.353
C -2.1073 -1.7637 2.6122 0.0263 0.0091 0.0550 -0.122
C -1.8219 -2.2424 3.8803 -0.0296 -0.0336 -0.0301 -0.079
C -1.4846 -1.3612 4.8984 0.0037 0.0349 0.0085 -0.084
C -1.4464 0.0018 4.6451 -0.0138 -0.0130 0.0216 -0.080
C -1.7425 0.4870 3.3788 -0.0595 0.0163 0.0017 -0.077
H 0.0020 3.7353 -1.7658 -0.0016 0.0062 -0.0050 0.030
H -0.8084 2.2392 -2.2483 -0.0087 -0.0014 0.0031 0.022
H 0.9610 2.3181 -2.2085 0.0019 -0.0017 -0.0022 0.014
H 1.1856 4.8261 1.1603 0.0001 0.0091 0.0018 0.086
H 3.4654 5.4553 1.8033 0.0017 0.0003 -0.0015 0.103
H 5.2771 3.7758 1.7873 0.0042 -0.0081 -0.0015 0.104
H 4.7833 1.4355 1.1794 0.0086 0.0054 0.0150 0.105
H 1.6509 -0.0610 -2.3013 0.0062 0.0095 -0.0142 0.087
H 3.0156 -0.4689 -4.3271 -0.0055 0.0015 0.0037 0.106
H 5.4072 -1.0560 -4.1035 0.0015 -0.0002 -0.0021 0.103
H 6.4344 -1.2057 -1.8595 0.0008 0.0009 0.0014 0.104
H 5.0883 -0.7589 0.1498 -0.0003 -0.0023 -0.0074 0.102
H 2.6083 0.7479 3.2846 -0.0054 -0.0002 0.0019 0.107
H 3.2905 -0.5890 5.2354 -0.0033 0.0030 -0.0013 0.103
H 3.9784 -2.9472 4.9471 0.0028 0.0012 0.0023 0.102
H 3.9533 -3.9686 2.6929 -0.0012 -0.0013 0.0040 0.108
H 3.2436 -2.6461 0.7454 0.0057 -0.0041 0.0087 0.095
H -1.0387 4.8961 1.0605 -0.0021 0.0129 0.0007 0.088
H -3.3096 5.6284 1.6275 -0.0056 -0.0007 0.0001 0.103
H -5.1834 4.0207 1.6094 -0.0030 -0.0049 0.0001 0.103
H -4.7651 1.6394 1.0875 -0.0102 0.0092 0.0045 0.104
H -4.6144 -1.1390 1.7447 -0.0133 -0.0062 0.0007 0.106
H -6.5861 -2.1337 0.6435 -0.0009 -0.0026 -0.0010 0.105
H -6.7502 -2.1521 -1.8224 -0.0022 -0.0005 -0.0012 0.103
H -4.9354 -1.1744 -3.1885 -0.0017 -0.0012 -0.0007 0.105
H -2.9450 -0.2115 -2.0883 -0.0007 -0.0033 -0.0052 0.107
H -2.3372 -2.4602 1.8144 0.0211 -0.0013 0.0013 0.091
H -1.8434 -3.3087 4.0656 0.0021 -0.0001 0.0036 0.108
H -1.2479 -1.7372 5.8854 0.0000 -0.0013 0.0023 0.102
H -1.1828 0.6945 5.4342 -0.0008 0.0000 0.0013 0.103
H -1.7079 1.5534 3.1939 0.0099 -0.0038 -0.0205 0.103
C 0.3671 -3.8260 1.2959 -0.0052 0.0757 -0.0237 -0.252
Si 0.0108 -2.6976 -0.2165 -0.0647 0.0361 0.0441 0.437
C 1.2577 -3.2951 -1.5362 -0.0319 0.0281 0.1071 -0.258
C -1.6220 -3.3920 -0.9332 0.0942 -0.0045 0.0105 -0.257
H -0.4602 -4.5266 1.4431 0.0023 -0.0108 0.0158 0.017
H 0.5128 -3.2792 2.2295 -0.0044 0.0205 -0.0111 -0.002
H 1.2690 -4.4190 1.1202 -0.0115 -0.0265 0.0036 0.013
H 1.1982 -4.3860 -1.6113 -0.0024 -0.0029 -0.0302 0.024
H 2.2938 -3.0309 -1.3098 -0.0058 -0.0115 0.0074 -0.005
H 1.0307 -2.8793 -2.5211 -0.0100 0.0174 -0.0021 0.015
H -1.6220 -4.4853 -0.8708 0.0214 -0.0056 -0.0369 0.022
H -1.7156 -3.1235 -1.9897 -0.0227 0.0359 0.0058 0.017
H -2.5231 -3.0308 -0.4340 0.0065 -0.0294 0.0393 -0.012
```
Forces are in eV/Å.


Among the records above, which one has the lowest max |F|? C40H40P2PdSi2


What is the max |F| in the first record? 0.0202 hartree/bohr